Below is 16 unconnected molecules or ions with the total composition C32H104O40P8, with properties calculated with ωB97M-V/def2-TZVPD.

* LUMO energy: -0.10 eV
* frontier orbital gap: 9.854 eV
* energy relative to the best compared isomer or geometry (same formula, charge and spin): 0.567 eV

ORCA input file:
```
! wB97M-V def2-TZVPD RIJCOSX def2/J DEFGRID3
* xyz 0 1
C 3.30 -4.57 -8.78
O 2.05 -5.16 -8.82
P 1.39 -5.91 -7.51
O 2.13 -7.10 -7.05
O 1.35 -4.72 -6.43
C 2.37 -4.61 -5.45
O -0.20 -6.04 -7.75
C -1.01 -4.95 -8.23
H 3.33 -3.51 -8.52
H 3.86 -4.76 -9.70
H 3.94 -5.14 -8.10
H 3.11 -5.41 -5.47
H 1.92 -4.66 -4.46
H 2.93 -3.69 -5.57
H -1.77 -5.32 -8.91
H -0.47 -4.22 -8.84
H -1.33 -4.28 -7.43
C -4.86 7.37 -0.52
O -5.11 6.14 0.16
P -6.10 6.16 1.50
O -5.66 7.19 2.46
O -7.57 6.42 0.95
C -7.96 5.81 -0.21
O -6.10 4.62 1.98
C -5.10 4.18 2.92
H -3.93 7.78 -0.12
H -5.60 8.17 -0.41
H -4.80 7.13 -1.58
H -8.98 5.44 -0.05
H -7.39 4.90 -0.38
H -7.96 6.57 -1.00
H -5.61 4.07 3.88
H -4.29 4.90 3.06
H -4.67 3.23 2.61
C -6.41 0.66 -1.02
O -6.14 1.67 -1.96
P -7.00 1.77 -3.31
O -8.50 1.70 -3.19
O -6.45 3.15 -3.90
C -5.13 3.27 -4.37
O -6.29 0.66 -4.17
C -6.94 -0.56 -4.37
H -7.35 0.12 -1.09
H -6.39 1.07 -0.01
H -5.57 0.00 -1.25
H -5.25 3.39 -5.45
H -4.49 2.40 -4.21
H -4.59 4.14 -3.99
H -7.13 -0.82 -5.41
H -7.85 -0.69 -3.79
H -6.23 -1.32 -4.05
C 2.27 4.24 2.74
O 1.26 5.26 2.96
P 0.86 6.37 1.89
O 1.99 6.66 0.93
O -0.56 5.97 1.18
C -0.81 4.70 0.59
O 0.42 7.62 2.87
C -0.57 7.46 3.88
H 2.11 3.23 3.10
H 3.15 4.56 3.30
H 2.48 4.08 1.68
H -0.62 4.59 -0.48
H -1.78 4.35 0.92
H -0.13 3.94 0.95
H -1.53 7.91 3.65
H -0.31 7.79 4.88
H -0.80 6.42 4.11
C 5.70 0.71 7.77
O 5.37 -0.59 7.23
P 4.50 -0.70 5.85
O 3.07 -0.35 6.01
O 5.25 0.31 4.82
C 6.65 0.19 4.59
O 4.85 -2.18 5.28
C 3.99 -2.70 4.26
H 6.72 0.96 7.49
H 5.59 0.68 8.85
H 5.11 1.52 7.35
H 7.08 -0.74 4.97
H 7.28 1.06 4.78
H 6.74 0.13 3.50
H 3.55 -3.68 4.42
H 4.68 -2.88 3.44
H 3.32 -1.93 3.87
C 11.64 2.11 1.04
O 10.43 2.50 1.68
P 9.35 3.39 0.92
O 8.03 3.56 1.64
O 10.15 4.75 0.70
C 10.64 5.44 1.85
O 9.26 2.72 -0.56
C 8.90 1.37 -0.73
H 12.48 2.53 1.59
H 11.60 2.44 0.00
H 11.73 1.03 0.97
H 11.67 5.12 2.04
H 10.04 5.27 2.74
H 10.62 6.53 1.76
H 9.67 0.66 -1.02
H 8.20 1.31 -1.57
H 8.37 1.04 0.16
C 1.75 0.01 -1.22
O 0.64 -0.01 -0.35
P -0.41 -1.21 -0.37
O 0.19 -2.52 0.04
O -1.70 -0.76 0.48
C -1.58 -0.63 1.90
O -0.99 -1.23 -1.91
C -1.49 0.01 -2.41
H 1.56 -0.76 -1.97
H 2.74 -0.08 -0.78
H 1.73 0.94 -1.79
H -1.29 0.38 2.18
H -0.93 -1.35 2.40
H -2.56 -0.85 2.33
H -2.34 -0.33 -3.01
H -0.85 0.64 -3.03
H -1.97 0.60 -1.64
C -4.50 -4.84 -0.09
O -4.61 -4.72 -1.50
P -4.74 -5.97 -2.49
O -4.95 -5.56 -3.90
O -3.50 -6.93 -2.13
C -2.24 -6.61 -2.69
O -5.99 -6.74 -1.82
C -6.35 -8.10 -2.11
H -4.92 -5.79 0.24
H -4.96 -3.95 0.33
H -3.48 -4.90 0.30
H -1.70 -6.15 -1.86
H -2.21 -5.94 -3.55
H -1.75 -7.53 -3.00
H -5.65 -8.68 -2.70
H -7.36 -8.02 -2.52
H -6.40 -8.67 -1.18
C 5.65 -0.43 -6.00
O 5.76 0.95 -6.33
H 6.52 -1.07 -6.16
H 5.23 -0.54 -5.01
H 4.87 -0.74 -6.70
H 6.69 1.13 -6.16
C -0.57 2.77 6.65
O -0.77 1.43 6.54
H -1.54 3.22 6.86
H 0.19 3.04 7.37
H -0.32 3.11 5.64
H 0.07 0.99 6.72
C -0.09 -3.76 7.16
O -0.99 -3.70 8.26
H 0.93 -3.64 7.53
H -0.05 -4.74 6.68
H -0.35 -2.95 6.48
H -0.51 -3.46 9.05
C 1.43 -7.43 1.48
O 2.07 -6.56 0.54
H 1.03 -8.32 1.00
H 2.05 -7.80 2.30
H 0.59 -6.85 1.86
H 1.69 -5.68 0.52
C -1.33 0.52 -8.01
O -2.26 1.63 -7.81
H -0.96 0.40 -9.03
H -0.51 0.74 -7.34
H -1.77 -0.42 -7.67
H -3.15 1.44 -8.13
C -5.97 -0.78 6.48
O -6.45 -0.34 5.19
H -5.81 0.10 7.10
H -6.69 -1.44 6.95
H -5.07 -1.38 6.33
H -6.81 -1.05 4.65
C 5.16 4.71 -2.07
O 4.05 5.55 -2.45
H 5.68 5.18 -1.23
H 4.80 3.78 -1.63
H 5.86 4.48 -2.87
H 3.76 6.06 -1.69
C -4.45 -5.53 4.66
O -3.91 -6.64 3.92
H -4.00 -4.63 4.24
H -5.53 -5.45 4.55
H -4.26 -5.54 5.73
H -4.31 -7.49 4.15
*
```

Below is a molecular structure, C32H11F15GeN6PtS, with properties calculated with ωB97M-V/def2-TZVPD.

* LUMO energy: -1.47 eV
* frontier orbital gap: 6.395 eV
* energy relative to the best compared isomer or geometry (same formula, charge and spin): 0.000 eV

ORCA input file:
```
! wB97M-V def2-TZVPD RIJCOSX def2/J DEFGRID3
* xyz 0 1
Pt 0.32 0.05 0.14
N -1.00 4.07 0.06
C 0.08 3.28 0.03
N -0.32 2.06 0.34
C -1.65 2.18 0.54
N -2.12 3.39 0.38
C -2.40 0.97 0.89
C -3.61 0.99 1.57
N -4.22 -0.13 1.95
C -3.62 -1.27 1.63
C -2.41 -1.30 0.95
N -1.80 -0.18 0.57
H -1.06 5.05 -0.14
H 1.09 3.58 -0.20
H -4.07 1.94 1.81
H -4.10 -2.19 1.94
H -1.95 -2.23 0.67
C 0.81 -1.96 0.03
C 1.59 -1.66 1.25
C 2.98 -1.54 1.23
C 3.68 -1.12 2.34
C 3.00 -0.82 3.53
C 1.64 -1.00 3.59
C 0.94 -1.44 2.47
C 3.72 -0.31 4.67
N 4.28 0.11 5.58
H -0.07 -2.58 0.17
H 1.40 -2.24 -0.84
H 3.51 -1.79 0.33
H 4.76 -1.03 2.30
H 1.12 -0.82 4.53
H -0.12 -1.66 2.55
F 1.46 3.29 -3.00
C 2.50 3.28 -3.85
C 3.52 2.35 -3.76
C 4.53 2.45 -4.70
F 5.57 1.60 -4.66
C 4.55 3.42 -5.68
F 5.55 3.49 -6.56
C 3.52 4.33 -5.74
F 3.51 5.26 -6.68
C 2.49 4.26 -4.83
F 1.49 5.15 -4.89
Ge 3.71 0.92 -2.39
S 2.29 1.12 -0.79
C 3.78 -0.67 -3.54
C 4.90 -1.43 -3.86
F 6.12 -1.09 -3.43
C 4.81 -2.54 -4.67
F 5.90 -3.26 -4.95
C 3.60 -2.91 -5.20
F 3.51 -3.98 -5.98
C 2.47 -2.16 -4.94
F 1.30 -2.50 -5.48
C 2.58 -1.06 -4.12
F 1.47 -0.35 -3.88
C 5.46 1.20 -1.51
C 5.99 0.16 -0.77
F 5.37 -1.02 -0.72
C 7.15 0.29 -0.03
F 7.64 -0.73 0.68
C 7.81 1.51 -0.03
F 8.92 1.66 0.67
C 7.30 2.57 -0.75
F 7.93 3.74 -0.73
C 6.13 2.41 -1.46
F 5.66 3.48 -2.11
*
```

Below is a molecular structure, C32H12F15FeO5Si, with properties calculated with ωB97M-V/def2-TZVPD.

* LUMO energy (alpha / beta): -4.46 / -5.04 eV
* frontier orbital gap (alpha / beta): 5.511 / 6.353 eV
* energy relative to the best compared isomer or geometry (same formula, charge and spin): 0.611 eV

ORCA input file:
```
! wB97M-V def2-TZVPD RIJCOSX def2/J DEFGRID3
* xyz 1 5
F -1.16 0.05 -4.58
C -0.86 0.67 -3.43
C 0.44 1.12 -3.19
F 1.38 1.00 -4.14
C 0.75 1.70 -1.96
F 2.00 2.18 -1.79
C -0.18 1.81 -0.92
Si 0.25 2.43 0.78
C 2.04 2.38 1.27
C 2.71 3.37 1.99
F 2.08 4.54 2.27
C 4.03 3.23 2.42
F 4.64 4.23 3.09
C 4.73 2.05 2.14
F 6.00 1.90 2.56
C 4.10 1.05 1.40
F 4.76 -0.10 1.12
C 2.80 1.24 0.98
F 2.23 0.26 0.21
C -0.54 4.10 1.05
C -0.61 5.03 0.01
F -0.04 4.73 -1.19
C -1.19 6.28 0.15
F -1.22 7.15 -0.88
C -1.75 6.64 1.38
F -2.33 7.84 1.53
C -1.69 5.75 2.45
F -2.21 6.09 3.64
C -1.08 4.50 2.27
F -0.99 3.68 3.34
O -0.51 1.29 1.85
C -0.92 0.07 1.87
C -0.09 -1.11 2.13
C -1.12 -2.11 2.62
C -2.44 -1.60 2.09
O -2.20 -0.15 1.84
C -1.49 1.44 -1.24
F -2.47 1.66 -0.33
C -1.84 0.84 -2.44
F -3.09 0.38 -2.65
H 0.63 -0.89 2.93
H -0.92 -3.15 2.35
H -1.12 -2.05 3.72
H -2.68 -2.07 1.12
H -3.28 -1.69 2.79
O -1.68 -7.76 -4.64
C -1.23 -6.84 -4.07
Fe -1.04 -5.49 -2.93
C -2.28 -4.52 -3.69
O -3.21 -4.05 -4.21
C -2.08 -6.31 -1.77
O -2.90 -6.91 -1.20
C 0.48 -2.19 0.50
C 1.36 -3.24 0.70
C 1.68 -4.30 -0.15
C 1.25 -4.61 -1.43
C 0.22 -3.96 -2.16
C -0.51 -2.83 -1.73
C -0.39 -2.05 -0.57
H 0.77 -1.24 1.10
H 1.97 -3.19 1.61
H 2.45 -4.97 0.25
H 1.74 -5.44 -1.95
H 0.19 -4.19 -3.28
H -1.27 -2.48 -2.44
H -1.04 -1.16 -0.55
*
```

Below is a molecular structure, C32H16N8Rh, with properties calculated with ωB97M-V/def2-TZVPD.

* LUMO energy (alpha / beta): -6.11 / -6.18 eV
* frontier orbital gap (alpha / beta): 4.208 / 3.942 eV
* energy relative to the best compared isomer or geometry (same formula, charge and spin): 0.514 eV

ORCA input file:
```
! wB97M-V def2-TZVPD RIJCOSX def2/J DEFGRID3
* xyz 1 1
Rh 0.01 0.01 0.00
C 0.78 -6.47 -0.70
C -0.60 -6.49 -0.72
C -1.36 -5.34 -0.53
C -0.67 -4.16 -0.32
C -1.09 -2.78 -0.16
N -2.32 -2.37 -0.23
C -2.71 -1.11 -0.26
C -4.06 -0.71 -0.53
C -5.21 -1.42 -0.84
C -6.34 -0.71 -1.16
C -6.34 0.69 -1.18
C -5.21 1.42 -0.88
C -4.06 0.71 -0.55
C -2.71 1.12 -0.29
N -2.32 2.38 -0.30
C -1.09 2.79 -0.23
N 0.01 1.98 -0.05
C 1.13 2.77 -0.15
N 2.37 2.38 -0.09
C 2.75 1.12 0.00
N 1.93 0.01 0.01
C 2.75 -1.10 0.01
N 2.37 -2.36 -0.06
C 1.13 -2.76 -0.11
N 0.01 -1.97 -0.03
C 0.74 -4.14 -0.30
C 1.48 -5.29 -0.49
C 4.12 -0.70 0.02
C 5.31 -1.42 0.00
C 6.48 -0.69 -0.02
C 6.48 0.71 -0.02
C 5.31 1.43 0.00
C 4.12 0.72 0.02
C 0.74 4.14 -0.40
C 1.49 5.27 -0.65
C 0.80 6.45 -0.94
C -0.59 6.47 -0.97
C -1.35 5.33 -0.73
C -0.66 4.16 -0.44
N -1.91 0.01 -0.13
H 1.33 -7.39 -0.86
H -1.11 -7.43 -0.90
H -2.44 -5.37 -0.57
H -5.19 -2.50 -0.85
H -7.25 -1.23 -1.42
H -7.25 1.21 -1.45
H -5.19 2.50 -0.92
H 2.56 -5.24 -0.49
H 5.31 -2.50 -0.01
H 7.43 -1.21 -0.04
H 7.43 1.23 -0.05
H 5.31 2.51 -0.01
H 2.57 5.23 -0.64
H 1.35 7.35 -1.14
H -1.09 7.40 -1.20
H -2.43 5.36 -0.78
*
```

Below is a molecular structure, C32H20ClN5ORu, with properties calculated with ωB97M-V/def2-TZVPD.

* LUMO energy (alpha / beta): -4.23 / -6.16 eV
* frontier orbital gap (alpha / beta): 5.625 / 3.742 eV
* energy relative to the best compared isomer or geometry (same formula, charge and spin): 0.000 eV

ORCA input file:
```
! wB97M-V def2-TZVPD RIJCOSX def2/J DEFGRID3
* xyz 1 2
Ru -1.27 0.53 -0.07
Cl -6.59 4.69 -2.64
C -5.57 3.51 -1.88
C -6.00 2.18 -1.77
C -5.21 1.24 -1.16
C -3.94 1.56 -0.65
O -3.27 0.60 -0.05
C -3.50 2.90 -0.79
C -2.27 3.37 -0.25
N -1.29 2.59 0.10
C -0.20 3.07 0.87
C 0.28 4.35 0.94
C 1.34 4.65 1.82
C 1.88 3.70 2.64
C 1.40 2.37 2.58
C 1.87 1.32 3.41
C 1.32 0.08 3.31
C 0.33 -0.16 2.34
N -0.11 0.79 1.54
C 0.38 2.06 1.67
C -4.35 3.87 -1.38
H -6.98 1.91 -2.16
H -5.56 0.22 -1.05
H -2.18 4.44 -0.06
H -0.14 5.13 0.32
H 1.71 5.67 1.86
H 2.68 3.95 3.33
H 2.66 1.53 4.13
H 1.64 -0.74 3.94
H -0.09 -1.15 2.20
H -4.02 4.89 -1.45
N 5.85 -6.84 -1.06
C 5.04 -6.04 -0.98
C 4.01 -5.03 -0.89
C 3.04 -4.93 -1.88
C 2.06 -3.96 -1.78
C 2.05 -3.08 -0.71
C 3.03 -3.17 0.28
C 4.01 -4.15 0.19
C 1.00 -2.02 -0.61
C -0.26 -2.41 -0.20
C -0.71 -3.73 0.09
C -2.04 -3.64 0.40
C -2.38 -2.25 0.31
N -1.34 -1.52 -0.04
C 1.37 -0.72 -0.99
C 2.62 -0.32 -1.56
C 2.50 0.99 -1.92
C 1.19 1.38 -1.55
N 0.52 0.37 -0.99
H 3.06 -5.61 -2.72
H 1.30 -3.87 -2.55
H 3.03 -2.48 1.11
H 4.77 -4.23 0.95
H -0.10 -4.62 0.05
H -2.71 -4.43 0.66
H -3.33 -1.78 0.50
H 3.47 -0.97 -1.70
H 3.23 1.62 -2.40
H 0.73 2.35 -1.68
*
```

Below is a molecular structure, C32H22Cl2NO4PS2V, with properties calculated with ωB97M-V/def2-TZVPD.

* LUMO energy (alpha / beta): -0.45 / -0.47 eV
* frontier orbital gap (alpha / beta): 7.296 / 5.983 eV

ORCA input file:
```
! wB97M-V def2-TZVPD RIJCOSX def2/J DEFGRID3
* xyz 0 2
V 0.62 0.95 -0.28
Cl -0.95 5.70 -5.50
C -0.86 4.61 -4.14
C -1.80 4.73 -3.11
C -1.77 3.89 -2.03
Cl -2.93 4.05 -0.77
C -0.78 2.87 -1.90
O -0.80 2.08 -0.89
C 0.16 2.77 -2.97
C 1.19 1.77 -2.98
O 1.41 0.94 -2.07
C 0.10 3.64 -4.08
H -2.56 5.50 -3.17
H 1.82 1.73 -3.87
H 0.83 3.54 -4.88
O -1.25 0.79 3.51
S 0.16 0.63 3.33
O 0.73 -0.68 3.51
N 0.63 1.23 1.86
C 1.43 2.29 1.96
S 2.05 3.00 0.58
C 1.68 2.71 3.37
C 2.42 3.78 3.83
C 2.50 3.96 5.20
C 1.86 3.10 6.09
C 1.11 2.02 5.62
C 1.04 1.86 4.25
H 2.91 4.44 3.13
H 3.07 4.79 5.60
H 1.94 3.27 7.15
H 0.61 1.35 6.30
C -2.51 -2.37 -4.44
C -2.17 -1.06 -4.14
C -1.52 -0.77 -2.95
C -1.20 -1.79 -2.06
C -1.55 -3.10 -2.36
C -2.20 -3.39 -3.55
P -0.34 -1.35 -0.52
C 1.23 -2.27 -0.55
C 1.99 -2.27 0.62
C 3.26 -2.84 0.62
C 3.78 -3.39 -0.54
C 3.03 -3.38 -1.71
C 1.76 -2.81 -1.72
C -1.31 -2.14 0.80
C -1.13 -3.47 1.18
C -1.92 -4.01 2.18
C -2.89 -3.24 2.80
C -3.07 -1.92 2.42
C -2.28 -1.36 1.43
H -3.02 -2.60 -5.37
H -2.42 -0.26 -4.82
H -1.27 0.26 -2.70
H -1.32 -3.90 -1.66
H -2.47 -4.41 -3.78
H 1.59 -1.85 1.54
H 3.84 -2.84 1.54
H 4.77 -3.83 -0.53
H 3.43 -3.81 -2.61
H 1.18 -2.80 -2.63
H -0.35 -4.06 0.72
H -1.77 -5.04 2.48
H -3.50 -3.67 3.58
H -3.81 -1.30 2.92
H -2.40 -0.32 1.16
*
```